1.
C19H25FFeN4O7 | ωB97M-V with the def2-TZVPD basis set

Computed properties:
Energy relative to the best compared isomer or geometry (same formula, charge and spin) = 6.5 kJ/mol
LUMO (spin up / spin down) = 0.018 / 0.007 eV
Electronic energy = -2848.49554 Ha
E_HOMO (spin up / spin down) = -0.3072 / -0.2786 Ha

Geometry as ORCA input:
```
! RIJCOSX wB97M-V def2-TZVPD def2/J DEFGRID3
* xyz 0 5
Fe -0.183 -0.031 -0.062
F -1.644 6.203 -2.447
O -0.931 1.245 1.250
O -1.268 -1.146 -1.303
O -1.639 -2.130 -3.275
O -0.714 -1.727 1.376
O -0.321 1.439 -1.665
O -0.949 2.155 3.297
O 1.804 -0.302 -1.207
N -2.563 1.447 -5.050
N 1.397 0.070 1.605
N -2.766 -0.850 1.817
N -2.286 -3.052 2.304
C -3.036 2.717 -7.105
C -3.158 1.370 -6.412
C -2.547 5.046 -4.278
C -2.795 3.873 -4.950
C -1.133 1.418 -2.611
C -1.495 -1.143 -2.564
C -1.372 3.875 -2.528
C 1.667 -2.665 -1.563
C -2.297 0.303 -4.390
C -2.314 2.663 -4.411
C 1.828 -1.323 -2.232
C -1.647 0.224 -3.197
C 1.070 1.156 2.531
C -1.845 5.030 -3.074
C -2.482 0.284 -7.240
C -3.578 3.834 -6.230
C -1.610 2.669 -3.202
C -1.871 -1.852 1.802
C -0.402 1.560 2.387
H 1.020 -1.151 -2.945
H -3.108 -3.116 2.875
H 2.460 -2.823 -0.830
H -3.718 -0.993 2.097
H 1.784 0.561 -1.639
H -2.756 -0.722 -6.930
H -4.220 1.131 -6.294
H -2.465 0.081 1.561
H -2.615 -0.622 -4.850
H 1.092 -0.821 1.983
H 1.667 2.034 2.280
H -1.981 2.904 -7.329
H -1.577 -3.752 2.423
H -4.633 3.641 -6.008
H 2.381 0.001 1.387
H 1.257 0.914 3.578
H -3.572 2.663 -8.053
H -2.902 5.991 -4.670
H -1.397 0.382 -7.175
H -0.834 3.862 -1.590
H 0.699 -2.728 -1.066
H -3.527 4.798 -6.736
H 1.714 -3.457 -2.311
H 2.781 -1.259 -2.763
H -2.776 0.398 -8.284
*
```


2.
C19H25N2O8 | ωB97M-V with the def2-TZVPD basis set

Computed properties:
SMILES = CCOC(=O)N(/N=C(/[O-])OCC)C(C(=O)OCC)(C(=O)OCC)c1ccccc1
Energy relative to the best compared isomer or geometry (same formula, charge and spin) = 0.0 kJ/mol
LUMO = 2.951 eV
Electronic energy = -1450.40284 Ha
E_HOMO = -0.1253 Ha

Geometry as ORCA input:
```
! RIJCOSX wB97M-V def2-TZVPD def2/J DEFGRID3
* xyz -1 1
O -0.302 -3.592 3.700
O -2.570 -1.791 3.315
O 1.696 0.690 3.378
O -1.389 -2.883 5.486
O -2.413 0.427 3.140
O -0.076 -1.912 7.342
O 1.082 1.289 5.465
O 1.819 -0.816 6.978
N 0.070 -0.596 4.564
N -0.446 -0.823 3.324
C -3.438 -3.834 6.105
C -0.987 -2.214 9.460
C 2.089 -2.060 4.367
C 1.018 0.521 4.369
C -3.843 0.225 2.928
C -4.540 1.554 2.781
C 2.164 -2.938 3.301
C 4.547 -2.549 3.063
C 0.728 -1.803 5.037
C 3.379 -3.213 2.673
C 0.007 -1.388 8.698
C 3.263 -1.425 4.791
C 2.092 2.331 5.297
C 0.873 -1.465 6.524
C 2.392 2.882 6.659
C -1.838 -0.785 3.306
C -2.321 -3.923 5.117
C -0.329 -2.848 4.683
C 4.474 -1.650 4.139
H -1.963 -2.227 8.968
H -4.200 2.141 1.922
H 3.374 -3.937 1.860
H 1.692 3.107 4.631
H -0.630 -3.243 9.555
H -1.124 -1.821 10.468
H 1.026 -1.507 9.083
H 5.495 -2.711 2.546
H -1.807 -4.890 5.151
H 2.659 2.077 7.354
H 1.250 -3.402 2.946
H -4.252 -0.308 3.802
H 1.547 3.449 7.068
H -3.110 -4.167 7.094
H -5.607 1.367 2.627
H -4.246 -4.485 5.762
H 3.229 -0.771 5.652
H -0.265 -0.323 8.662
H 3.241 3.563 6.552
H -2.655 -3.700 4.105
H 2.972 1.858 4.841
H 5.330 -1.077 4.474
H -4.449 2.160 3.687
H -4.011 -0.383 2.022
H -3.813 -2.810 6.173
*
```


3.
C19H25N2OPbSi | ωB97M-V with the def2-TZVPD basis set

Computed properties:
LUMO = 2.970 eV
Electronic energy = -1406.04426 Ha
E_HOMO = -0.0638 Ha

Geometry as ORCA input:
```
! RIJCOSX wB97M-V def2-TZVPD def2/J DEFGRID3
* xyz -1 1
Pb 0.251 1.376 -2.910
Si 0.118 0.183 0.416
O -0.289 1.280 -0.652
N -2.011 2.602 -3.708
N -1.962 -0.517 -2.807
C 2.552 -0.613 -0.859
C -2.136 -1.524 0.496
C -0.921 1.872 2.411
C -0.148 -2.596 -0.313
C 3.930 -0.918 -0.888
C -0.807 -1.446 0.163
C -0.676 -0.014 4.480
C -1.379 2.185 3.720
C -0.876 -3.778 -0.519
C -1.247 1.234 4.725
C -0.358 0.624 2.162
C 1.942 -0.226 0.369
C -2.884 -2.702 0.323
C -0.236 -0.306 3.178
C 4.079 -0.465 1.475
C 4.681 -0.863 0.281
C -2.222 -3.844 -0.211
C 2.731 -0.122 1.505
C 1.028 3.243 -2.643
H 2.078 3.362 -2.264
H -2.582 -0.527 -3.571
H -0.361 -4.652 -0.923
H -1.816 3.150 3.907
H 5.723 -1.125 0.246
H -2.345 2.095 -4.531
H 0.921 -2.582 -0.508
H 0.211 -1.308 2.973
H 2.265 0.232 2.436
H -2.704 2.455 -2.947
H -1.602 1.474 5.750
H 4.374 -1.197 -1.849
H -2.396 -0.195 -1.988
H -2.658 -0.651 0.954
H -1.574 -1.402 -2.648
H -3.918 -2.749 0.582
H 0.418 3.691 -1.725
H 1.956 -0.677 -1.793
H 4.662 -0.418 2.388
H 1.572 1.660 -3.918
H -2.793 -4.760 -0.366
H -0.562 -0.757 5.270
H -1.018 2.601 1.610
H 0.964 4.042 -3.359
H -1.973 3.572 -3.919
*
```


4.
C19H25N3O2 | ωB97M-V with the def2-TZVPD basis set

Computed properties:
SMILES = COCCC(=O)N[C@@H]1CCCc2c1cnn2-c1cccc(C)c1C
Energy relative to the best compared isomer or geometry (same formula, charge and spin) = 122.7 kJ/mol
LUMO = 0.655 eV
Electronic energy = -1053.76841 Ha
E_HOMO = -0.3222 Ha

Geometry as ORCA input:
```
! RIJCOSX wB97M-V def2-TZVPD def2/J DEFGRID3
* xyz 0 1
O 7.028 -1.630 0.033
O 4.105 0.911 -1.553
N -1.188 -1.672 -1.251
N 2.535 0.172 -0.116
N -1.872 -0.618 -0.794
C -3.994 -0.766 -1.900
C 3.796 0.229 -0.600
C 0.228 0.015 -0.845
C 1.049 2.131 0.117
C -1.053 0.430 -0.540
C 0.079 -1.310 -1.281
C -1.440 1.787 -0.079
C -3.282 -0.645 -0.713
C 1.427 0.893 -0.714
C -6.035 -0.647 -0.663
C -3.935 -0.562 0.517
C -5.374 -0.770 -1.873
C -3.171 -0.522 1.805
C -5.334 -0.549 0.531
C 4.782 -0.628 0.180
C 6.092 -0.789 -0.599
C -6.075 -0.443 1.828
C 7.686 -1.052 1.131
C -0.270 2.734 -0.369
H 1.784 1.212 -1.702
H -3.303 0.438 2.305
H 4.351 -1.612 0.375
H -5.759 0.439 2.384
H 6.525 0.203 -0.789
H -2.350 2.121 -0.584
H 5.881 -1.260 -1.562
H -7.145 -0.378 1.654
H -1.645 1.779 0.996
H -2.111 -0.689 1.638
H 0.949 1.838 1.166
H 8.471 -1.750 1.420
H -7.115 -0.639 -0.643
H -0.204 2.912 -1.444
H -0.443 3.693 0.123
H -3.537 -1.296 2.478
H 8.137 -0.089 0.862
H 0.832 -1.998 -1.609
H -3.451 -0.857 -2.828
H -5.881 -1.315 2.453
H 7.014 -0.901 1.985
H -5.934 -0.862 -2.790
H 4.971 -0.139 1.139
H 2.327 -0.414 0.677
H 1.850 2.867 0.045
*
```


5.
C19H25N3O5S2 | ωB97M-V with the def2-TZVPD basis set

Computed properties:
SMILES = CCN(CC)S(=O)(=O)c1ccc(NC(=O)c2ccc(N(C)S(C)(=O)=O)cc2)cc1
Energy relative to the best compared isomer or geometry (same formula, charge and spin) = 91.0 kJ/mol
LUMO = 0.211 eV
Electronic energy = -2075.84555 Ha
E_HOMO = -0.3243 Ha

Geometry as ORCA input:
```
! RIJCOSX wB97M-V def2-TZVPD def2/J DEFGRID3
* xyz 0 1
S -3.159 -2.856 2.618
S 2.343 -0.309 -2.948
O 2.386 0.277 -4.260
O -3.290 -2.450 3.982
O -3.856 -4.034 2.207
O -1.153 4.225 2.685
O 1.630 -1.541 -2.772
N 3.870 -0.506 -2.307
N 0.005 3.608 0.864
N -3.636 -1.609 1.583
C 4.779 0.590 -2.564
C -2.510 0.110 2.860
C 0.835 1.379 0.374
C -1.643 2.079 1.773
C 1.370 0.484 -0.529
C 0.929 3.111 -1.302
C -4.267 -2.032 0.355
C 5.098 1.352 -1.280
C -1.859 1.324 2.923
C 4.393 -1.856 -2.278
C 1.467 2.208 -2.201
C -0.926 3.376 1.853
C 0.579 2.697 -0.016
C -2.164 1.620 0.568
C -1.398 -3.054 2.238
C -2.836 0.417 0.501
C 4.744 -2.398 -3.661
C 1.669 0.898 -1.814
C -2.994 -0.377 1.642
H -2.665 -0.465 3.756
H -3.230 0.100 -0.450
H -1.313 -3.345 1.200
H 3.609 -2.473 -1.837
H -0.900 -2.112 2.430
H 1.718 2.499 -3.209
H 4.188 1.753 -0.841
H -5.033 -1.312 0.066
H 1.562 -0.541 -0.258
H 5.098 -3.423 -3.581
H 5.565 0.689 -0.556
H 5.705 0.215 -3.010
H -1.498 1.696 3.870
H 0.760 4.136 -1.596
H 0.302 4.573 0.785
H -4.736 -2.991 0.557
H 5.519 -1.798 -4.133
H 5.778 2.172 -1.494
H 4.302 1.254 -3.289
H -3.548 -2.152 -0.462
H -1.012 -3.831 2.885
H -2.057 2.212 -0.329
H 0.615 1.069 1.383
H 3.857 -2.374 -4.288
H 5.266 -1.865 -1.619
*
```


6.
C19H25N5OPdS | ωB97M-V with the def2-TZVPD basis set

Computed properties:
Energy relative to the best compared isomer or geometry (same formula, charge and spin) = 204.2 kJ/mol
LUMO (spin up / spin down) = -4.846 / -4.717 eV
Electronic energy = -1613.75800 Ha
E_HOMO (spin up / spin down) = -0.3919 / -0.3925 Ha

Geometry as ORCA input:
```
! RIJCOSX wB97M-V def2-TZVPD def2/J DEFGRID3
* xyz 1 2
Pd -0.177 0.341 0.986
S -1.964 -1.462 0.769
O -0.902 0.065 3.078
N 1.717 1.607 1.605
N -2.222 -0.069 3.099
N 1.451 -1.206 1.691
N 1.542 -0.036 -0.751
N 0.133 7.249 2.602
C -4.969 -0.563 3.255
C -4.279 -0.935 2.116
C -0.603 5.113 1.413
C -0.444 3.664 -0.503
C -1.725 2.986 1.470
C -0.156 4.855 0.102
C 2.713 -0.609 2.123
C 1.954 -1.447 -0.719
C 2.433 2.040 0.406
C -0.221 6.303 2.059
C 2.481 0.835 2.590
C -4.207 -0.171 4.400
C -1.404 4.168 2.080
C -2.912 -0.752 2.014
C -1.665 1.513 -0.514
C -2.867 0.013 4.312
C -1.244 2.675 0.152
C 1.520 -2.156 0.591
C 2.632 0.946 -0.673
H 3.422 2.446 0.662
H 1.504 -1.984 -1.556
H -2.232 0.279 5.140
H 1.005 0.130 -1.595
H 1.354 2.438 2.068
H 3.413 -0.614 1.291
H -1.782 4.403 3.064
H 3.161 -1.174 2.951
H 2.742 1.466 -1.631
H 3.041 -1.527 -0.836
H -6.040 -0.608 3.301
H -0.132 3.479 -1.521
H -1.400 1.364 -1.553
H 1.850 2.853 -0.032
H 0.939 -1.586 2.489
H 0.396 5.622 -0.420
H 0.522 -2.587 0.459
H 3.577 0.427 -0.493
H 1.892 0.814 3.512
H 3.450 1.308 2.797
H -2.399 2.288 1.954
H -4.692 -0.060 5.356
H -2.582 1.036 -0.183
H -4.794 -1.359 1.267
H 2.220 -2.979 0.792
*
```


7.
C19H25NO4 | ωB97M-V with the def2-TZVPD basis set

Computed properties:
SMILES = CCC(=O)OCOc1ccc(/C=C2/CC[C@H](CN(C)C)C2=O)cc1
Energy relative to the best compared isomer or geometry (same formula, charge and spin) = 603.0 kJ/mol
LUMO = 0.077 eV
Electronic energy = -1094.54470 Ha
E_HOMO = -0.3024 Ha

Geometry as ORCA input:
```
! RIJCOSX wB97M-V def2-TZVPD def2/J DEFGRID3
* xyz 0 1
O 0.564 -1.413 -0.534
O 0.032 4.091 4.449
O -0.087 5.363 2.547
O -0.740 4.381 0.415
N 0.434 -5.645 -0.642
C -0.537 1.068 -2.138
C -0.654 -0.183 -2.970
C -0.336 2.374 -2.587
C 0.725 -3.351 -1.665
C -0.515 7.341 5.010
C 0.390 -4.156 -0.390
C -0.300 -6.357 0.413
C -0.731 3.266 -0.451
C -0.154 4.173 1.730
C -0.306 -3.696 -2.824
C 1.727 -6.261 -1.018
C 0.621 6.304 4.678
C 0.556 -1.922 -1.575
C -0.839 0.961 -0.840
C 0.114 5.105 3.855
C -0.947 2.040 0.052
C -0.333 3.411 -1.733
C -0.110 -1.425 -2.752
C -0.335 -2.576 -3.770
H -0.239 8.290 5.506
H -0.524 3.316 2.239
H -0.296 -7.409 0.283
H 0.147 -4.591 -3.297
H -1.363 -6.017 0.462
H 0.128 4.323 -1.978
H 1.170 5.926 5.559
H -0.948 7.600 4.073
H -0.641 -4.016 0.048
H 1.279 6.777 3.902
H 0.395 -2.654 -4.536
H 2.076 -6.239 -2.110
H -1.226 6.895 5.745
H -1.297 -2.583 -4.265
H -1.274 1.865 1.122
H 0.184 -6.107 1.428
H -1.263 -3.975 -2.529
H -1.336 -0.141 -3.764
H 1.780 -7.376 -0.805
H -0.104 2.403 -3.662
H -1.247 0.035 -0.401
H 0.971 3.796 1.682
H 1.817 -3.483 -1.828
H 1.028 -3.867 0.375
H 2.545 -5.660 -0.509
*
```


8.
C19H25NO5 | ωB97M-V with the def2-TZVPD basis set

Computed properties:
SMILES = COC(=O)[C@H]1C(=O)c2c([nH]c(C(=O)OC3CCCCC3)c2C)C[C@@H]1C
Energy relative to the best compared isomer or geometry (same formula, charge and spin) = 130.0 kJ/mol
LUMO = 0.617 eV
Electronic energy = -1169.99133 Ha
E_HOMO = -0.3223 Ha

Geometry as ORCA input:
```
! RIJCOSX wB97M-V def2-TZVPD def2/J DEFGRID3
* xyz 0 1
O 2.206 1.306 -0.051
O -3.428 -3.403 1.276
O -4.210 0.071 0.529
O 0.819 2.813 0.974
O -5.522 -3.560 0.363
N 0.099 -0.481 -0.380
C -1.401 0.880 0.468
C 3.350 2.148 0.176
C -5.922 -4.449 1.409
C -1.372 -2.575 -1.019
C -2.817 -2.685 -1.542
C -1.086 -1.168 -0.507
C -4.306 -3.022 0.494
C -3.422 -0.741 0.025
C -2.043 -0.327 -0.052
C 4.336 1.970 -0.920
C -2.111 2.053 1.129
C -3.888 -2.035 -0.585
C 4.042 1.824 1.549
C 5.746 3.449 0.618
C 5.434 3.009 -0.823
C 0.990 1.730 0.426
C 5.547 2.223 1.537
C -2.921 -2.084 -2.975
C -0.098 0.766 0.188
H 5.885 2.449 2.562
H 1.019 -0.826 -0.665
H -5.278 -5.336 1.450
H 5.108 4.291 0.875
H 3.498 2.424 2.289
H 4.812 0.977 -0.863
H -1.198 -3.227 -0.161
H 3.911 0.764 1.762
H -0.704 -2.891 -1.806
H 6.151 1.393 1.162
H -6.939 -4.777 1.309
H -2.993 -0.994 -2.944
H 6.358 2.615 -1.254
H 6.785 3.778 0.717
H -4.782 -1.864 -1.190
H -3.057 -3.766 -1.620
H -5.843 -3.927 2.408
H -2.826 2.510 0.430
H 3.014 3.176 0.145
H 3.898 2.028 -1.899
H -3.833 -2.486 -3.454
H -2.651 1.655 1.988
H -2.075 -2.348 -3.592
H -1.432 2.821 1.492
H 5.149 3.849 -1.446
*
```